1.
Molecular formula: C20H28DyO14S5
Method: DFT, ωB97M-V/def2-TZVPD

Atoms and positions in Å:
Dy -0.937 0.432 0.036
O 1.047 -0.774 3.329
S -0.313 -1.275 3.074
O -0.457 -2.696 3.224
O -0.836 -0.795 1.796
C -1.426 -0.437 4.205
C -2.014 -1.173 5.255
C -2.974 -0.605 6.098
C -3.300 0.714 5.893
C -2.690 1.465 4.877
C -1.722 0.926 4.083
S -1.292 2.067 2.769
O -2.119 1.567 1.646
O -1.700 3.389 3.231
O 0.137 1.947 2.507
H -1.713 -2.166 5.329
H -3.463 -1.183 6.877
H -4.079 1.222 6.506
H -3.051 2.448 4.687
O -0.501 0.623 -2.436
S -1.745 1.216 -2.905
O -1.596 2.378 -3.742
O -2.641 1.460 -1.753
C -2.304 -0.145 -3.912
C -2.583 0.183 -5.246
C -2.786 -0.824 -6.147
C -2.702 -2.160 -5.761
C -2.501 -2.450 -4.439
C -2.327 -1.432 -3.495
S -1.971 -1.942 -1.845
O -2.548 -0.952 -0.870
O -2.599 -3.263 -1.742
O -0.526 -1.907 -1.722
H -2.514 1.223 -5.543
H -3.004 -0.572 -7.181
H -2.782 -2.961 -6.510
H -2.399 -3.459 -4.118
C 3.714 -3.239 2.491
C 4.308 -2.155 1.590
C 3.386 -0.943 1.247
S 2.064 -1.417 0.180
O 1.227 -0.150 -0.099
C 2.978 -1.666 -1.376
C 2.960 -0.598 -2.388
C 3.976 0.541 -2.167
H 4.367 -4.102 2.383
H 2.730 -3.416 2.160
H 3.662 -2.925 3.561
H 4.570 -2.621 0.680
H 5.188 -1.719 2.007
H 3.968 -0.179 0.698
H 2.884 -0.496 2.105
H 2.576 -2.576 -1.819
H 4.009 -1.885 -1.040
H 1.969 -0.127 -2.481
H 3.163 -1.059 -3.342
H 3.795 1.056 -1.234
H 3.930 1.260 -2.968
H 5.001 0.206 -2.053
C -0.966 4.952 -0.243
C -0.048 3.948 -0.993
O 0.010 2.712 -0.304
H -0.640 5.981 -0.478
H -0.802 4.784 0.805
H -1.986 4.798 -0.531
H 0.975 4.341 -1.002
H -0.422 3.757 -2.010
H 0.384 2.850 0.566

* orbital gap (spin up / spin down): 9.30 / 9.35 eV
* HOMO level (spin up / spin down): -7.05 / -7.07 eV
* 2S+1: 6
* maximum force: 2.64 eV/Å
* net charge: -1
* LUMO level (spin up / spin down): 0.0827 / 0.0841 Ha
* energy: -128125.060 eV

Atomic partial charges in e from the Löwdin method, atoms 1 to 4: Dy 1.721; O -0.323; S 0.499; O -0.288

2.
Molecular formula: C20H28F3N3O4
Method: DFT, ωB97M-V/def2-TZVPD

Atoms and positions in Å:
O 1.327 5.015 -5.498
C 1.320 5.034 -4.266
N 1.166 3.798 -3.609
C 1.310 3.631 -2.157
C 0.068 2.938 -1.594
C -0.210 1.650 -2.329
C -0.914 0.615 -1.696
C -1.205 -0.568 -2.384
C -0.799 -0.720 -3.711
O -1.082 -1.861 -4.404
C -0.097 0.304 -4.340
C 0.206 1.493 -3.664
C 0.973 2.570 -4.399
C 1.465 6.403 -3.532
F 0.429 6.590 -2.664
F 2.629 6.447 -2.822
F 1.468 7.459 -4.397
H 1.453 4.577 -1.630
H 2.196 3.019 -1.952
H -0.796 3.603 -1.698
H 0.215 2.742 -0.528
H -1.241 0.733 -0.667
H -1.752 -1.361 -1.885
H -1.568 -2.485 -3.842
H 0.210 0.161 -5.371
H 0.413 2.787 -5.316
H 1.951 2.177 -4.695
C -0.319 -2.841 6.365
N -0.703 -2.622 4.973
C 0.114 -2.805 3.929
O 1.280 -3.158 4.078
C -0.450 -2.570 2.506
C 0.080 -1.272 1.852
C 1.610 -1.108 1.757
C 2.263 -2.223 0.940
C 1.929 0.224 1.073
N -1.920 -2.508 2.433
C -2.739 -3.537 2.649
C -4.210 -3.281 2.423
O -2.355 -4.634 3.022
H 0.533 -2.206 6.618
H -0.027 -3.884 6.503
H -1.153 -2.611 7.028
H -1.663 -2.401 4.769
H -0.121 -3.420 1.906
H -0.327 -1.214 0.841
H -0.310 -0.424 2.417
H 2.045 -1.084 2.755
H 3.332 -2.033 0.847
H 1.817 -2.277 -0.053
H 2.136 -3.178 1.450
H 1.530 0.232 0.058
H 3.010 0.361 1.030
H 1.497 1.045 1.644
H -2.334 -1.642 2.131
H -4.370 -3.002 1.383
H -4.766 -4.192 2.643
H -4.545 -2.482 3.081

* orbital gap: 9.04 eV
* HOMO level: -8.86 eV
* maximum force: 3.61 eV/Å
* SMILES: O=C(N1CCc2ccc(O)cc2C1)C(F)(F)F.CNC(=O)[C@H](CC(C)C)NC(C)=O
* LUMO level: 0.0064 Ha
* energy: -42008.947 eV

Atomic partial charges in e from the natural (NBO) method, atoms 1 to 4: O -0.568; C 0.571; N -0.416; C -0.213